The following is a quantum chemistry calculation of C37H40BeO2P2 as an isolated structure in a non-equilibrium geometry, from OMol25.

Values from the calculation:
orbital gap	5.8	eV
HOMO energy	-0.2335	Ha
relative energy (zero: lowest compared OMol25 entry of this formula, charge and spin)	321.4	kJ/mol

Structure (XYZ):
```
82
Properties=species:S:1:pos:R:3:forces:R:3
Be -1.5345 1.3162 -0.2862 -3.15 1.27 0.85
C 0.9280 -0.5537 5.5494 1.22 -1.02 -0.19
C 2.0920 -1.2030 5.3789 -0.41 0.84 0.41
C 2.1934 -2.6246 4.9208 0.11 -0.27 0.13
C 2.2698 -2.6776 3.3878 0.98 0.52 0.65
C 1.1305 -2.0943 2.6224 -1.48 0.25 -0.23
C -0.1812 -2.2612 2.9513 0.19 -1.70 -0.08
C -0.6354 -2.3998 4.4021 -0.64 -0.53 0.23
C -0.4084 -1.2008 5.3854 -0.52 -0.16 -0.32
C -2.9033 2.0402 -1.1878 0.81 -0.20 -0.35
H 0.9259 0.4697 5.9048 0.05 0.08 -0.08
H 3.0439 -0.6837 5.5572 -0.42 -0.08 -0.10
H 1.3332 -3.2120 5.2582 0.74 0.17 0.14
H 3.1137 -3.0630 5.3433 -0.36 -0.01 -0.18
H 3.2283 -2.1849 3.1280 -0.41 -0.30 -0.23
H 2.3073 -3.7343 3.0615 0.27 0.36 0.09
H 1.4066 -1.5870 1.6976 -0.20 -0.91 -0.51
H -0.9580 -2.7462 2.2356 1.15 2.40 0.59
H -0.3126 -3.3533 4.8906 -0.41 0.67 -0.49
H -1.7326 -2.4714 4.3482 0.24 -0.11 0.08
H -1.1221 -0.4001 5.1255 0.08 -0.37 0.06
H -0.7005 -1.6003 6.3682 -0.17 0.28 -0.06
H -3.2191 3.0090 -0.7742 -0.10 -0.35 0.04
H -3.7594 1.3374 -1.2342 0.30 0.58 0.20
H -2.5770 2.2232 -2.2353 -0.31 0.01 0.26
P 0.5524 1.6839 -1.1434 3.47 1.36 1.66
P -1.0665 -0.0791 -2.3386 -0.53 -3.08 -1.99
C 1.2590 0.0233 -1.1608 -0.58 -1.28 -0.35
C 0.5549 -0.8080 -1.9545 0.64 0.82 -0.10
C 2.0011 2.4050 -2.2268 -0.53 0.50 -0.33
C 3.1277 1.6638 -2.6382 -0.34 -0.11 -0.03
C 4.1358 2.2292 -3.4250 -0.34 0.14 0.26
C 4.0547 3.5584 -3.8252 -0.32 0.05 0.19
C 2.9504 4.3153 -3.4265 -0.05 -0.10 0.19
C 1.9437 3.7506 -2.6297 -0.10 -0.07 -0.08
C 1.1838 2.0793 0.5318 1.02 0.44 -0.33
C 0.3065 1.9918 1.5956 0.64 0.48 -0.54
C 0.7487 2.0544 2.8943 0.46 0.02 0.49
C 2.1020 2.2288 3.1478 0.27 -0.10 -0.31
C 3.0047 2.3309 2.0729 0.06 -0.03 0.08
C 2.5515 2.2553 0.7507 0.42 -0.06 0.55
C -0.9128 -0.2946 -4.2170 -0.10 0.00 -0.45
C 0.0803 0.4220 -4.9145 0.02 0.02 0.03
C 0.3008 0.2327 -6.2854 -0.26 -0.17 0.18
C -0.4831 -0.6844 -6.9972 0.00 0.20 0.24
C -1.4731 -1.4098 -6.3308 0.26 0.37 0.21
C -1.6829 -1.2085 -4.9556 -0.03 -0.09 -0.24
C -2.1003 -1.5555 -1.9477 -0.25 0.31 -0.31
C -3.4905 -1.3538 -1.9704 0.28 -0.26 0.12
C -4.3387 -2.4282 -1.7090 0.09 0.21 -0.11
C -3.8046 -3.6971 -1.4846 -0.07 0.02 0.18
C -2.4250 -3.8952 -1.4803 0.16 0.25 0.00
C -1.5633 -2.8215 -1.6928 -0.31 0.24 -0.08
H 2.2006 -0.1884 -0.6340 -0.29 0.06 -0.49
H 0.9047 -1.7139 -2.4705 -0.05 0.19 0.75
H 3.2470 0.6167 -2.3756 -0.15 0.18 -0.01
H 4.9841 1.6174 -3.7137 -0.09 0.05 0.03
H 4.8421 4.0007 -4.4329 -0.21 -0.08 0.11
H 2.8717 5.3602 -3.7328 -0.02 -0.31 0.12
H 1.0914 4.3703 -2.3324 0.29 -0.22 -0.11
H -0.7742 1.8811 1.4005 0.78 0.42 0.13
H 0.0271 1.9577 3.6980 0.07 0.03 0.03
H 2.4605 2.2539 4.1765 0.02 0.06 -0.26
H 4.0740 2.4454 2.2807 -0.40 0.00 -0.10
H 3.2553 2.2898 -0.1011 -0.39 0.09 0.73
H 0.7144 1.1326 -4.3782 -0.17 -0.14 -0.13
H 1.0800 0.8012 -6.8058 -0.32 -0.21 0.30
H -0.3305 -0.8082 -8.0709 -0.02 -0.04 0.33
H -2.0772 -2.1276 -6.8930 0.15 0.24 0.34
H -2.4570 -1.8028 -4.4748 0.15 0.17 0.04
H -3.8933 -0.3564 -2.1873 0.16 -0.55 0.14
H -5.4125 -2.2429 -1.6793 0.23 -0.24 -0.03
H -4.4683 -4.5328 -1.2717 0.12 0.14 -0.10
H -1.9936 -4.8751 -1.3069 -0.19 0.01 0.04
H -0.4784 -2.9498 -1.6733 -0.53 -0.19 0.06
C -3.4089 1.6285 3.9533 1.08 -0.43 -0.32
O -2.4950 1.9799 2.8486 -1.26 0.79 2.11
C -2.2632 1.2468 1.7920 0.68 -1.22 -4.52
O -2.2935 0.0137 1.6669 -0.84 -0.14 1.28
H -3.3921 0.5583 4.1143 -0.13 -0.23 0.00
H -4.3975 1.9764 3.7093 -0.34 0.07 -0.22
H -3.0635 2.1338 4.8564 0.13 0.02 -0.24
```
Forces are in eV/Å.